[1]
# C7H12O

The molecule C7H12O (ωB97M-V with the def2-TZVPD basis set, the Open Molecules 2025 dataset).

Each line ends with the natural charge from an NBO analysis.
Atoms and positions in Å:
C  -3.2308  -1.3072  0.4749  -0.28
C  -1.9416  -1.2011  0.1747  -0.33
C  -1.3240  0.1154  -0.1204  0.56
O  -1.9009  1.1703  0.0634  -0.55
C  -0.0157  0.0355  -0.9227  -0.50
C  1.0570  0.2684  0.1472  -0.19
C  2.3689  -0.4081  -0.2083  -0.60
C  1.2286  1.7508  0.4420  -0.61
H  -3.6947  -2.2442  0.7147  0.20
H  -3.8554  -0.4265  0.4825  0.21
H  -1.2978  -2.0678  0.1130  0.21
H  0.0144  0.8300  -1.6670  0.23
H  0.0992  -0.9475  -1.3802  0.21
H  0.5797  -0.2119  1.0665  0.19
H  2.7605  0.0145  -1.1342  0.20
H  2.2414  -1.4789  -0.3569  0.21
H  3.1075  -0.2436  0.5735  0.21
H  1.6608  2.2552  -0.4212  0.20
H  1.8825  1.8995  1.2989  0.21
H  0.2605  2.1972  0.6594  0.23

## Properties
- 2S+1: 1

=====

[2]
# C6H18NO

A cluster of 2 separate species, C6H18NO in total (ωB97M-V with the def2-TZVPD basis set, the Open Molecules 2025 dataset).

Each line ends with the natural charge from an NBO analysis.
Atoms and positions in Å:
C  -0.2020  1.8674  -1.0776  -0.64
C  0.7829  0.9454  -0.2951  -0.02
C  0.7579  -0.5758  -0.7953  -0.24
C  2.3037  -0.7930  -1.0101  -0.64
C  0.0403  -1.6635  0.1396  -0.44
C  -1.5061  -1.6403  0.0218  -0.64
N  0.5447  0.7500  1.2153  -0.75
H  -0.2682  2.8261  -0.4734  0.23
H  -0.9537  1.1701  -1.2660  0.22
H  0.0471  2.1760  -2.0903  0.26
H  1.8107  1.3742  -0.4123  0.23
H  0.1409  -0.6497  -1.6671  0.23
H  2.6206  -0.5896  -2.1257  0.25
H  2.6194  -1.8618  -0.9570  0.23
H  2.9756  -0.2081  -0.3543  0.21
H  0.2580  -1.7620  1.2570  0.19
H  0.4715  -2.6854  -0.3035  0.25
H  -2.1506  -2.3670  0.7570  0.24
H  -1.8103  -1.9323  -1.0524  0.23
H  -1.9212  -0.6549  0.1185  0.19
H  0.8211  -0.1355  1.6840  0.46
H  -0.4717  0.8211  1.6231  0.48
H  0.9044  1.6066  1.6529  0.44
H  -2.8254  0.5541  1.8765  0.50
H  -2.7904  2.0546  1.5942  0.50
O  -2.1995  1.3732  1.9403  -0.97

## Properties
- 2S+1: 1
- Charge: +1

=====

Number 1: orbital gap 0.3654 hartree. Number 2: orbital gap 0.4348 hartree.